No. 1
61
Properties=species:S:1:pos:R:3:forces:R:3:mulliken_spin:R:1 method="wB97M-V/def2-TZVPD" homo_energy_ev="-10.93 / -10.90" orbital_gap_ev="8.136 / 6.742" s_squared=2.0047 e_above_lowest_ev=0.0000 e_tot_ev=-136579.9737 multiplicity=3 charge=+1
Pd -0.231280 -0.349155 0.586104 -0.07 0.02 -0.15 1.430
C 4.365415 -3.269662 -5.051031 -0.01 0.01 0.02 0.000
C 4.046605 -2.738189 -3.680535 0.02 -0.03 -0.04 0.000
C 4.927562 -2.929396 -2.617653 0.00 0.01 0.03 0.000
C 4.656055 -2.414871 -1.361810 -0.02 0.02 -0.04 0.000
C 3.481641 -1.699651 -1.160386 0.03 0.03 -0.02 -0.003
C 2.589913 -1.494582 -2.202383 0.07 -0.04 0.00 0.010
C 2.878751 -2.016926 -3.454030 -0.03 0.02 0.00 0.001
S 3.164089 -1.111849 0.473974 -0.09 -0.09 -0.02 0.021
O 2.704339 -2.255398 1.240607 -0.01 0.00 -0.03 0.005
O 4.338536 -0.432719 0.941266 0.06 0.04 0.04 0.011
N 1.904531 -0.133243 0.345289 -0.09 0.09 0.14 0.067
C 1.926083 1.243660 0.261109 0.06 -0.04 -0.07 0.050
C 3.011124 2.121054 0.165424 0.02 -0.05 -0.01 0.013
C 2.742899 3.472067 0.118711 0.00 0.01 0.00 -0.002
C 1.430167 3.942093 0.170199 0.04 0.02 -0.01 0.004
C 0.418507 3.015887 0.257166 -0.07 -0.04 -0.05 0.005
N 0.661543 1.702595 0.289073 -0.08 -0.04 0.07 0.093
H 5.085964 -4.084397 -5.001904 0.00 0.00 0.00 0.000
H 4.795387 -2.482931 -5.674080 0.00 0.00 0.00 0.000
H 3.468547 -3.632073 -5.552881 0.00 0.00 0.00 0.000
H 5.842818 -3.485936 -2.777650 0.00 0.00 0.00 0.000
H 5.350355 -2.557009 -0.543854 0.00 0.00 0.00 0.000
H 1.687055 -0.922413 -2.040656 -0.02 0.01 0.00 -0.002
H 2.186018 -1.855015 -4.271476 0.00 0.00 0.00 -0.001
H 4.017707 1.734971 0.148943 0.01 0.01 0.00 0.000
H 3.564160 4.173452 0.047287 0.00 0.00 0.00 0.000
H 1.204496 4.997645 0.140817 0.00 0.00 0.00 0.001
H -0.621789 3.313313 0.302649 0.00 -0.01 0.01 0.001
N -4.248876 -1.761533 0.288300 -0.05 -0.01 -0.02 0.003
C -4.662688 -0.487855 -0.079852 0.01 -0.03 0.00 -0.004
C -5.921187 0.061455 -0.298447 -0.01 -0.01 0.00 0.000
C -5.954774 1.388627 -0.673365 0.02 0.00 0.00 0.000
C -4.777660 2.140994 -0.832873 -0.03 -0.01 0.00 0.000
C -3.534449 1.587844 -0.613534 0.02 0.01 0.02 -0.004
C -3.488562 0.252122 -0.221323 0.05 0.00 -0.08 -0.008
N -2.402649 -0.564866 0.060371 0.09 0.11 0.20 0.056
C -2.899847 -1.744158 0.353718 -0.05 0.00 -0.03 -0.005
C -2.029112 -2.866637 0.673337 0.04 0.05 -0.02 0.028
C -2.324295 -4.179663 0.843084 -0.03 -0.04 0.02 0.006
S -0.889205 -5.059167 1.123476 0.05 -0.02 -0.01 0.008
C 0.025917 -3.628556 0.994485 0.00 0.01 0.02 -0.003
N -0.688987 -2.564446 0.765515 -0.02 0.05 0.01 0.072
H -4.842036 -2.551913 0.473097 -0.01 0.00 0.00 0.001
H -6.827718 -0.517695 -0.185904 0.00 0.01 0.00 0.000
H -6.909879 1.861430 -0.856109 0.00 0.00 0.00 0.000
H -4.855312 3.174774 -1.140687 0.00 0.00 0.00 0.000
H -2.623503 2.157583 -0.743721 -0.01 0.00 0.00 -0.001
H -3.283985 -4.668373 0.802954 0.01 0.00 0.00 0.000
H 1.104178 -3.592748 1.093692 -0.01 -0.01 0.01 0.003
Br -2.254939 1.755230 2.633421 0.04 -0.01 0.01 0.004
C -0.845541 0.839509 3.488442 -0.05 0.00 -0.05 -0.012
C -0.589060 1.103332 4.822348 -0.01 0.01 0.01 0.007
C 0.439289 0.411155 5.435965 0.00 0.00 0.02 -0.008
C 1.165519 -0.513713 4.701943 0.02 -0.01 0.04 0.008
C 0.843577 -0.710304 3.375838 -0.07 0.04 0.00 -0.025
N -0.155318 -0.039538 2.773724 0.16 -0.08 -0.03 0.149
H -1.183607 1.833025 5.350929 0.00 0.00 0.00 0.002
H 0.669993 0.596595 6.476453 0.00 0.00 0.00 -0.001
H 1.980626 -1.071839 5.139384 0.00 0.01 0.00 0.001
H 1.401496 -1.401092 2.756549 -0.01 0.00 0.00 0.017

***

No. 2
63
Properties=species:S:1:pos:R:3:forces:R:3:lowdin_charge:R:1 method="wB97M-V/def2-TZVPD" homo_energy_ev=-10.07 orbital_gap_ev=3.311 e_tot_ev=-70828.9339 charge=+1
F 3.431545 2.392793 0.982326 -1.23 0.34 -1.39 0.071
C 2.577015 2.606017 -0.079380 0.58 -0.50 1.12 -0.190
C 3.121736 3.137790 -1.248196 -0.88 -0.14 -0.19 0.145
C 2.236556 3.279054 -2.323025 0.80 0.22 -1.11 -0.195
F 2.741429 3.741023 -3.518580 -0.73 -0.58 1.62 0.073
C 0.901069 2.941011 -2.247255 -0.71 0.14 0.36 0.086
C 0.337147 2.449116 -1.023427 1.34 0.50 -0.12 -0.156
C -1.063300 2.214280 -1.010309 0.01 -0.90 -0.23 0.150
C -1.885254 1.464226 -0.126624 -0.78 -0.44 0.59 -0.155
C -3.189215 1.102808 -0.601283 0.28 0.69 -0.09 0.091
C -4.096026 0.482016 0.233432 -1.23 -0.58 -0.34 -0.193
F -5.346856 0.176386 -0.246399 1.73 0.42 0.57 0.077
C -3.795849 0.123734 1.552318 0.32 0.43 -0.67 0.155
C -2.505338 0.424132 1.986032 0.76 -0.33 1.15 -0.186
F -2.162879 0.056053 3.269989 -0.41 0.55 -1.78 0.074
C -1.547299 1.042593 1.194487 -0.14 0.08 0.00 0.096
C 1.244221 2.243875 0.059620 -0.09 0.15 -0.14 0.094
H 4.169805 3.403933 -1.324367 -0.11 -0.03 0.00 0.155
H 0.240969 3.043196 -3.107034 0.35 0.16 0.06 0.142
H -1.589000 2.585674 -1.902165 0.24 -0.24 0.32 0.144
H -3.446294 1.348154 -1.630106 -0.23 -0.06 0.29 0.143
H -4.521595 -0.366188 2.192066 0.06 0.08 -0.05 0.158
H -0.557608 1.221349 1.593143 -0.49 -0.11 0.25 0.109
H 0.896940 1.827496 0.995780 0.46 0.24 -0.15 0.108
F -12.306979 5.001566 3.399733 0.82 0.08 0.96 0.124
C -11.405237 5.086898 4.431151 -1.06 0.10 0.26 -0.512
F -11.501574 6.343714 4.946919 0.12 -0.96 -0.41 0.123
F -11.836241 4.215308 5.401116 0.39 0.82 -0.91 0.124
C -10.011309 4.745597 3.975877 0.21 -0.07 -0.13 -0.098
C -8.958758 5.642931 4.107992 0.29 -0.63 -0.16 0.071
C -7.667684 5.221954 3.723314 -0.39 0.26 0.34 -0.203
N -6.601405 6.078004 4.009448 0.84 -0.01 -0.21 0.069
C -5.248059 5.840043 3.836368 -0.14 1.26 0.21 -0.739
S -4.476374 4.441947 3.347941 0.23 0.03 0.36 0.722
N -4.533642 6.967399 4.129378 0.61 -0.19 -0.19 -0.005
C -3.062116 7.040683 3.969752 -0.22 0.30 0.08 -0.164
C -2.676268 7.072439 2.482334 -2.00 -0.53 -0.37 -0.404
C -2.924905 8.451169 1.806644 0.09 -0.51 0.47 -0.119
C -1.689137 8.703736 0.930773 0.14 0.13 0.05 -0.154
C -0.701460 7.550893 1.214302 0.64 0.34 -0.33 -0.222
N -1.360985 6.710124 2.165323 1.78 -0.44 0.44 -0.043
C -7.460005 3.989784 3.124422 0.01 -0.74 -0.32 0.004
C -8.534648 3.118657 2.988918 -0.55 0.50 0.20 -0.095
C -8.298437 1.753730 2.410092 -0.07 -0.73 -0.20 -0.510
F -9.395457 1.258098 1.767277 0.99 0.37 0.56 0.130
F -7.268863 1.761051 1.509664 -0.65 -0.16 0.60 0.105
F -7.964302 0.850131 3.388778 -0.21 0.63 -0.89 0.121
C -9.805863 3.475896 3.430310 0.23 -0.14 -0.10 0.057
H -9.108114 6.638057 4.520384 -0.05 -0.22 0.00 0.130
H -6.822741 6.975337 4.440432 -0.10 -0.56 -0.24 0.150
H -5.028431 7.851480 4.242256 0.28 -0.48 -0.05 0.144
H -2.739048 7.979739 4.441101 -0.04 -0.33 0.09 0.125
H -2.606468 6.187043 4.493251 -0.18 0.28 -0.20 0.101
H -3.306993 6.293893 2.018601 -0.44 0.61 0.09 0.074
H -3.859239 8.414326 1.238879 0.19 0.21 0.08 0.111
H -2.999627 9.228345 2.578875 -0.13 -0.13 -0.18 0.107
H -1.961825 8.749472 -0.126024 0.15 0.06 0.13 0.104
H -1.214047 9.645097 1.218798 -0.17 -0.03 -0.27 0.105
H -0.459387 7.032990 0.268898 -0.06 -0.01 0.19 0.095
H 0.255487 7.935889 1.611135 -0.26 -0.06 -0.18 0.109
H -0.834911 6.061816 2.736507 -0.24 0.37 -0.13 0.124
H -6.459529 3.671394 2.795801 -0.93 0.35 0.28 0.003
H -10.621461 2.767591 3.342875 -0.02 0.14 0.02 0.141

***

No. 3
76
Properties=species:S:1:pos:R:3:forces:R:3:mulliken_spin:R:1 method="wB97M-V/def2-TZVPD" homo_energy_ev="5.01 / 5.01" orbital_gap_ev="2.811 / 2.812" s_squared=0.7825 e_tot_ev=-135638.6700 multiplicity=2 charge=-5
O 0.531354 -0.480447 -1.191070 -0.68 1.36 1.32 -0.238
V -0.215989 0.697478 -0.427393 1.23 0.05 -1.09 1.195
C -3.293297 3.370826 0.265236 -0.33 0.76 0.47 0.001
C -3.806720 4.704377 0.026612 1.47 0.12 -1.02 0.001
C -2.761672 5.880836 0.179627 0.05 -0.27 -0.83 0.000
O -3.053571 6.904324 -0.468656 -0.11 0.68 0.70 0.000
C -1.561857 5.640980 0.882698 -2.22 0.20 -0.92 0.000
C -1.195549 4.331415 1.236049 1.67 1.16 2.66 -0.003
C -2.051427 3.145729 0.824069 -0.79 -1.21 -0.98 0.000
O -1.652609 1.909490 0.967732 1.26 0.01 -0.64 0.010
O -0.233386 4.211734 2.034066 -0.71 -1.18 -0.70 0.000
O -4.865686 4.976073 -0.529052 -0.61 -0.38 0.61 0.000
H -3.890959 2.541340 -0.098559 0.06 -0.11 0.11 0.000
H -1.060178 6.529938 1.239911 0.62 -0.26 -0.08 0.000
C 5.123967 2.295987 0.394145 1.05 -1.34 -2.00 -0.001
C 3.771546 2.680944 0.441407 0.21 1.79 2.03 0.000
C 2.750317 2.001318 -0.467293 -1.21 -0.75 -1.65 -0.003
O 1.493397 2.292425 -0.454403 -0.93 -0.70 0.92 -0.005
C 3.192951 1.075440 -1.399364 1.13 0.25 0.48 0.000
C 4.543247 0.598052 -1.417237 -0.43 0.29 0.14 0.002
C 5.611665 1.325414 -0.512242 -0.73 -1.23 0.97 -0.001
O 6.735673 0.778347 -0.482511 0.59 0.64 -0.27 0.000
O 4.851948 -0.414714 -2.053319 0.42 0.06 -0.27 0.003
O 3.462139 3.557914 1.280347 -0.72 -0.60 -0.99 0.000
H 5.863754 2.690723 1.078757 -0.27 0.26 0.23 0.000
H 2.513905 0.622163 -2.107469 -0.20 -0.01 0.16 0.000
C -4.420902 0.882384 -4.267318 1.30 -0.26 0.35 0.001
C -3.380336 0.329196 -3.477672 -0.06 0.19 1.33 0.003
C -2.145468 1.248958 -3.148598 -0.79 1.60 -0.30 -0.001
O -1.371964 0.945700 -2.189877 0.43 -0.49 0.96 0.027
C -2.078001 2.482409 -3.809407 1.20 -1.57 0.30 0.006
C -3.052542 2.958733 -4.696378 -0.06 1.49 -0.08 0.000
C -4.270922 2.088158 -4.963557 -2.04 -0.48 -0.64 0.000
O -5.187276 2.469862 -5.742990 0.62 0.44 -0.05 0.000
O -3.003483 4.126047 -5.133996 -0.19 -0.78 -0.45 0.002
O -3.454180 -0.749868 -2.863662 0.18 -0.13 -0.54 0.001
H -5.364943 0.352498 -4.283604 -0.01 -0.07 -0.27 0.000
H -1.192823 3.092451 -3.673381 -0.17 0.18 0.35 0.000
C 2.859417 -0.637595 2.863581 -1.63 1.41 0.59 0.000
F 3.655002 -0.083330 1.983810 0.25 -0.47 -0.30 0.000
F 2.742211 -1.965378 2.662775 0.34 -0.21 -0.14 0.000
F 3.425389 -0.481844 4.087160 0.02 -0.22 -0.01 0.000
S 1.144424 0.239307 2.842369 0.15 1.02 -1.03 0.003
O 1.452142 1.623697 3.056799 0.16 -0.94 0.42 0.002
O 0.679780 -0.054804 1.464061 0.31 -0.27 0.60 -0.014
O 0.375740 -0.449166 3.870271 0.21 -0.36 -0.17 -0.001
C -2.982376 -1.992861 3.300342 0.69 0.39 -0.46 0.000
C -2.944808 -3.345684 2.597734 -0.90 -0.68 -1.09 0.000
C -2.442157 -3.134955 1.170241 1.75 0.40 0.09 0.000
S -2.868554 -1.450587 0.650124 -0.16 0.43 1.50 0.003
O -4.023487 -1.447881 -0.196606 0.31 -0.17 -0.01 0.002
O -1.615625 -0.802491 0.388112 -0.12 -0.16 -0.95 0.004
C -3.402362 -0.906582 2.307828 -1.12 -0.32 -0.53 0.001
H -1.948377 -1.728785 3.546839 -0.02 -0.09 0.34 0.000
H -3.572824 -2.019938 4.215560 -0.07 0.12 -0.03 0.000
H -3.922354 -3.822335 2.447683 -0.25 0.25 0.62 0.000
H -2.318282 -4.077529 3.110284 0.06 0.11 0.08 0.000
H -2.654101 -3.879456 0.406962 -0.53 0.07 0.09 0.000
H -1.350564 -3.064681 1.219263 0.01 0.02 -0.12 0.000
H -4.466889 -0.863770 2.057224 -0.20 -0.09 0.71 0.000
H -3.091345 0.102177 2.573227 0.49 -0.04 -0.38 0.000
C 1.849427 -3.514794 0.004414 0.15 -0.39 0.04 0.001
C 2.347260 -4.957648 0.224459 -0.63 0.20 1.61 0.000
C 3.827460 -4.748849 0.506277 0.18 -0.52 -1.02 0.000
S 4.353479 -3.855926 -1.017207 -1.27 0.32 2.27 0.000
O 4.371423 -4.886933 -2.044833 0.31 0.47 -0.31 0.000
O 5.476874 -3.030750 -0.662131 0.18 -0.62 -0.78 0.000
C 2.793758 -2.871469 -1.025720 -0.51 0.24 -0.68 -0.003
H 1.908689 -2.993793 0.959529 0.18 -0.01 -0.12 0.000
H 0.790833 -3.468620 -0.249416 0.12 0.10 -0.54 0.000
H 2.101247 -5.700023 -0.535887 0.45 0.38 -0.55 0.000
H 1.835672 -5.366304 1.106092 0.13 0.12 0.17 0.000
H 4.405928 -5.666843 0.619866 0.13 0.05 -0.19 0.000
H 4.013928 -4.088886 1.351841 -0.18 0.09 -0.02 0.000
H 2.299796 -2.883376 -1.997633 0.43 -0.24 -0.22 0.000
H 3.014103 -1.815946 -0.856945 0.34 -0.10 0.21 0.002

***

No. 4
58
Properties=species:S:1:pos:R:3:forces:R:3:mulliken_spin:R:1 method="wB97M-V/def2-TZVPD" homo_energy_ev="-11.09 / -11.12" orbital_gap_ev="6.502 / 5.566" s_squared=0.8038 e_above_lowest_ev=0.2623 e_tot_ev=-53571.3120 multiplicity=2 charge=+1
Ir 0.986585 0.452387 -0.791293 0.05 -0.30 0.05 0.033
C 1.717294 -3.843408 -4.330206 -0.06 -0.04 -0.04 0.089
C 0.498856 -4.074099 -3.700648 0.02 0.03 0.00 -0.040
C 0.141379 -3.336186 -2.588850 -0.04 -0.01 0.06 0.098
C 1.006130 -2.346710 -2.111004 -0.10 0.10 0.12 -0.022
C 2.194402 -2.068653 -2.784831 0.12 0.01 -0.08 0.077
C 2.559161 -2.838876 -3.874072 0.05 0.09 0.03 -0.036
N 0.709997 -1.570207 -0.982969 0.09 0.04 -0.14 0.423
C 0.192867 -2.113348 0.159093 0.03 0.01 -0.04 -0.025
C -0.011545 -3.484086 0.403982 -0.02 -0.01 0.06 0.185
C -0.532993 -3.888135 1.614345 0.01 -0.01 -0.01 -0.075
C -0.843581 -2.967357 2.617179 -0.01 -0.03 0.03 0.152
C -0.590096 -1.618146 2.432225 0.01 0.03 0.00 -0.058
C -0.064975 -1.214395 1.224652 0.00 -0.01 0.02 0.084
N 0.343515 0.109362 0.963652 -0.14 0.15 0.08 -0.037
N 0.161643 1.038788 1.796605 0.08 0.08 -0.11 0.106
C 0.560242 2.277523 1.283731 -0.05 -0.05 0.01 -0.015
C 0.480685 3.408429 2.077084 0.00 0.01 0.02 0.024
C 0.841854 4.624183 1.523626 0.01 -0.01 -0.03 -0.011
C 1.262801 4.675492 0.201384 -0.01 -0.01 0.02 0.025
C 1.320993 3.509446 -0.540320 0.02 0.00 0.01 -0.009
N 0.975476 2.335523 -0.008379 -0.04 -0.01 0.12 0.017
H 2.000543 -4.432284 -5.192450 -0.01 -0.01 0.01 0.002
H -0.180260 -4.822598 -4.085669 0.01 -0.01 0.00 0.001
H -0.817789 -3.481581 -2.110258 -0.01 0.00 -0.09 -0.007
H 2.832909 -1.270231 -2.426421 0.01 -0.02 0.00 0.005
H 3.500553 -2.649734 -4.372273 -0.01 0.01 -0.01 0.000
H 0.275184 -4.216564 -0.333157 0.00 -0.01 0.01 0.003
H -0.683716 -4.943509 1.795840 0.00 0.00 0.00 -0.001
H -1.246614 -3.312196 3.559098 0.00 0.00 0.00 0.004
H -0.762579 -0.892246 3.213618 0.00 0.00 0.00 0.003
H 0.137933 3.311017 3.096718 0.00 0.00 0.00 0.000
H 0.792971 5.527351 2.116154 0.00 -0.01 0.00 0.000
H 1.549311 5.609376 -0.259424 0.00 0.00 0.00 0.001
H 1.661081 3.479433 -1.564656 0.00 0.01 -0.01 0.000
O 2.737285 -1.448561 1.476555 0.01 0.00 0.03 0.004
C 3.406486 -0.637713 0.875617 -0.03 0.02 -0.10 -0.004
C 4.899971 -0.411914 1.025234 -0.02 0.01 0.06 -0.001
C 5.223958 0.711621 0.044957 0.02 0.07 0.01 0.000
C 3.892809 1.054178 -0.591196 -0.07 -0.06 0.02 0.000
O 3.681023 1.898973 -1.435654 -0.01 -0.03 -0.02 0.000
N 2.906351 0.241036 -0.066076 0.05 -0.03 -0.04 0.003
H 5.422498 -1.345232 0.820467 -0.02 -0.01 -0.02 0.000
H 5.101572 -0.154268 2.064763 0.01 -0.01 -0.01 0.000
H 5.927714 0.428517 -0.736658 -0.01 -0.01 -0.01 0.000
H 5.621301 1.607617 0.521668 0.01 -0.01 -0.01 0.000
S -0.316564 1.149760 -2.460172 0.10 0.06 -0.07 0.005
C -0.932958 -0.147644 -3.503146 -0.08 0.00 0.04 -0.003
C -2.190775 -0.685209 -3.249849 0.02 -0.04 0.02 0.001
C -2.732310 -1.611476 -4.128810 0.00 -0.01 0.00 0.002
C -2.030179 -1.985032 -5.266188 0.02 -0.01 -0.01 -0.003
C -0.777586 -1.441069 -5.518190 -0.02 -0.03 0.00 0.002
C -0.223114 -0.524470 -4.637873 -0.01 0.03 0.01 0.000
H -2.749471 -0.367046 -2.378412 0.01 0.01 0.00 0.001
H -3.713380 -2.024954 -3.933956 0.00 0.00 -0.01 0.000
H -2.463714 -2.692816 -5.960572 0.01 0.00 0.00 0.000
H -0.229488 -1.726830 -6.406585 0.00 0.00 0.00 0.003
H 0.748452 -0.089831 -4.835731 -0.01 0.00 0.01 -0.001